(1)
A molecular structure, C28H35N5P2SeTi at a distorted geometry. Source: the OMol25 dataset; level of theory: wB97M-V/def2-TZVPD.

The geometry in XYZ format:
```
72
Properties=species:S:1:pos:R:3:lowdin_charge:R:1
Ti 0.02 0.45 0.06 0.44
C -2.11 1.90 -8.35 -0.10
C -2.19 0.68 -7.80 -0.12
C -1.39 -0.53 -8.16 -0.19
C -0.02 -0.28 -8.83 -0.21
C 0.93 0.59 -8.05 -0.11
C 1.01 1.92 -8.07 -0.11
C 0.21 2.87 -8.92 -0.19
C -1.16 2.36 -9.42 -0.21
C 1.89 0.84 1.02 -0.28
H -2.84 2.67 -8.06 0.10
H -2.99 0.48 -7.07 0.09
H -1.97 -1.17 -8.84 0.12
H -1.24 -1.13 -7.25 0.10
H 0.47 -1.26 -8.94 0.11
H -0.18 0.10 -9.84 0.09
H 1.66 0.02 -7.46 0.10
H 1.80 2.42 -7.49 0.10
H 0.80 3.16 -9.81 0.12
H 0.06 3.80 -8.35 0.11
H -1.64 3.22 -9.93 0.11
H -1.00 1.60 -10.19 0.09
H 1.40 1.56 1.72 0.01
H 2.79 1.30 0.58 -0.01
H 2.12 -0.06 1.60 -0.01
P 1.57 -0.45 -1.51 0.96
P -1.42 -0.69 -1.54 0.95
N 2.59 0.86 -2.15 -0.24
N 2.76 -1.74 -1.20 -0.21
N -2.15 0.55 -2.56 -0.24
N -2.86 -1.63 -1.22 -0.24
C 0.84 -1.03 -3.08 -0.36
C -0.54 -1.65 -2.82 -0.35
C 2.42 2.20 -1.80 -0.16
C 3.35 2.95 -2.51 -0.08
C 4.09 2.05 -3.35 -0.08
C 3.59 0.77 -3.12 -0.12
C 3.67 -1.70 -0.14 -0.12
C 4.35 -2.91 -0.09 -0.08
C 3.86 -3.73 -1.15 -0.08
C 2.88 -2.99 -1.81 -0.14
C -2.35 1.86 -2.12 -0.15
C -2.80 2.61 -3.20 -0.08
C -2.85 1.74 -4.34 -0.07
C -2.46 0.49 -3.91 -0.15
C -3.90 -1.98 -2.09 -0.12
C -4.70 -2.92 -1.45 -0.08
C -4.12 -3.17 -0.16 -0.08
C -3.00 -2.38 -0.04 -0.13
H 1.50 -1.74 -3.58 0.07
H 0.77 -0.14 -3.73 0.10
H -1.12 -1.70 -3.75 0.07
H -0.48 -2.67 -2.42 0.10
H 1.68 2.50 -1.07 0.09
H 3.49 4.02 -2.44 0.09
H 4.88 2.31 -4.04 0.09
H 3.83 -0.18 -3.56 0.11
H 3.72 -0.83 0.50 0.09
H 5.11 -3.17 0.64 0.10
H 4.18 -4.73 -1.40 0.09
H 2.25 -3.27 -2.65 0.09
H -2.15 2.13 -1.09 0.08
H -3.08 3.65 -3.18 0.09
H -3.15 1.99 -5.35 0.08
H -2.37 -0.44 -4.47 0.09
H -3.98 -1.53 -3.07 0.09
H -5.60 -3.37 -1.86 0.09
H -4.50 -3.87 0.58 0.09
H -2.28 -2.24 0.76 0.08
Se -0.82 -0.41 4.61 0.61
C -0.61 -0.48 2.90 -0.95
N -0.52 -0.50 1.68 -0.14
```

HOMO (spin up / spin down): -7.05 / -8.15 eV
Spin multiplicity: 3
⟨S²⟩: 2.011
HOMO-LUMO gap (spin up / spin down): 6.61 / 7.45 eV

---

(2)
A gas-phase ion, C3H3N2O (charge +1) at a distorted geometry. Source: the OMol25 dataset; level of theory: wB97M-V/def2-TZVPD.

The geometry in XYZ format:
```
9
Properties=species:S:1:pos:R:3:nbo_charge:R:1
C -1.05 -0.22 -0.07 0.28
C 0.29 1.99 -0.09 0.20
C 0.24 0.54 0.15 -0.57
N 0.40 3.15 0.00 -0.14
N -2.19 0.22 -0.02 0.16
O -3.12 0.88 0.15 0.13
H -0.91 -1.34 -0.23 0.28
H 0.21 0.46 1.20 0.33
H 1.12 0.03 -0.26 0.32
```

HOMO (spin up / spin down): -16.20 / -16.80 eV
Spin multiplicity: 3
Total charge: +1
⟨S²⟩: 2.013
Relative energy (zero: lowest compared OMol25 entry of this formula, charge and spin): 39.5 kcal per mole
HOMO-LUMO gap (spin up / spin down): 10.52 / 6.55 eV

---

(3)
2 unconnected molecules or ions with the total composition C4H9N2O2 at a distorted geometry. Source: the OMol25 dataset; level of theory: wB97M-V/def2-TZVPD.

The geometry in XYZ format:
```
17
Properties=species:S:1:pos:R:3:nbo_charge:R:1
N 0.05 -0.01 -2.69 -0.71
C 0.04 -0.39 -1.40 0.24
C 0.32 0.56 -0.39 -0.10
N 0.20 0.60 0.89 -0.19
C -0.68 -0.49 1.40 -0.33
C -0.84 -0.50 2.94 0.00
O -1.46 -1.57 3.43 -0.86
O 1.96 1.52 -3.42 -1.35
H 2.35 2.39 -3.58 0.43
H 0.44 0.96 -2.68 0.46
H 0.77 -0.43 -3.29 0.45
H -0.32 -1.39 -1.23 0.20
H 0.80 1.43 -0.85 0.21
H -0.20 -1.46 1.22 0.20
H -1.65 -0.42 0.91 0.17
H -1.35 0.47 3.18 0.08
H 0.26 -0.44 3.24 0.09
```

HOMO: -3.49 eV
Total charge: -1
Relative energy (zero: lowest compared OMol25 entry of this formula, charge and spin): 150.7 kcal per mole
HOMO-LUMO gap: 4.06 eV

---

(4)
A molecular structure, C2HBrN2S at a distorted geometry. Source: the OMol25 dataset; level of theory: wB97M-V/def2-TZVPD.

The geometry in XYZ format:
```
7
Properties=species:S:1:pos:R:3:nbo_charge:R:1
C -0.08 -0.34 0.44 -0.01
C 0.53 -1.85 0.54 0.05
N -0.67 -0.03 1.55 -0.57
N 0.21 -2.36 1.69 -0.61
S -0.61 -1.30 2.62 0.79
Br 1.55 -2.64 -0.80 0.13
H -0.12 0.34 -0.35 0.22
```

HOMO: -9.51 eV
Relative energy (zero: lowest compared OMol25 entry of this formula, charge and spin): 0.0 kcal per mole
HOMO-LUMO gap: 9.90 eV